Molecular formula: C3H4IN3O2
Method: DFT, ωB97M-V/def2-TZVPD

Summary:
E_HOMO (eV): -8.60
Strongest force on any atom (eV Å⁻¹): 4.67
2S+1: 1
Energy relative to the best compared isomer or geometry (same formula, charge and spin) (kJ/mol): 103.8

Positions of all 13 atoms, in Å:
C (-0.46547, 0.40954, -0.35743)
C (-0.75537, -1.11026, -2.06705)
C (0.11326, 0.94511, 0.83874)
N (-1.73192, 0.34625, -0.63286)
N (0.16559, -0.42762, -1.29388)
N (-1.94467, -0.40943, -1.66478)
O (-0.52704, -1.94009, -2.85816)
O (1.40881, 1.21289, 0.69975)
I (-1.13250, 2.37519, 1.87822)
H (0.16921, -0.53407, 1.67166)
H (1.07798, -0.82845, -1.25769)
H (-2.89667, -0.34754, -1.95598)
H (1.71370, 1.62075, 1.55543)

Forces on atoms 1 to 6 (eV/Å):
C -1.631 -1.842 -2.512
C -1.234 3.373 1.800
C -0.463 -3.796 2.672
N 0.563 2.994 2.713
N 0.427 0.119 0.928
N 0.701 -1.681 -1.225

---

Molecular formula: C5H10OP2
Method: DFT, ωB97M-V/def2-TZVPD

Summary:
E_HOMO (eV): -9.44
SMILES: C=C1CCC[P@@]1(=O)P
Strongest force on any atom (eV Å⁻¹): 3.77
2S+1: 1
Energy relative to the best compared isomer or geometry (same formula, charge and spin) (kJ/mol): 76.2

Positions of all 18 atoms, in Å:
C (-0.04227, -1.02921, 0.61812)
C (-0.32604, -1.87008, 1.57224)
C (-0.16509, -1.19531, -0.94495)
C (-0.19898, 0.27180, -1.54002)
C (0.91162, 0.94608, -0.84326)
O (1.96752, 0.60299, 1.59416)
P (-0.76662, 2.05363, 1.65713)
P (0.71084, 0.56247, 0.85621)
H (-0.04367, -1.66369, 2.65297)
H (-0.72041, -2.78003, 1.26267)
H (0.62861, -1.74519, -1.37282)
H (-1.09882, -1.72350, -1.21052)
H (-0.10885, 0.13048, -2.67775)
H (-0.96148, 0.96866, -1.30933)
H (1.94230, 0.55356, -1.02302)
H (0.95717, 2.06329, -0.93730)
H (-1.91306, 1.21335, 1.30543)
H (-0.77277, 2.64068, 0.34004)

Forces on atoms 1 to 6 (eV/Å):
C 0.312 0.729 -2.361
C 0.917 0.727 1.972
C -3.123 1.434 1.540
C 1.273 -2.172 -2.205
C 2.558 1.743 -0.771
O 1.349 0.041 1.253

---

Molecular formula: C3H7NO3
Method: DFT, ωB97M-V/def2-TZVPD

Summary:
E_HOMO (alpha / beta) (eV): 0.15 / -3.19
<S²>: 0.75
Strongest force on any atom (eV Å⁻¹): 1.27
2S+1: 2
Total charge: -1
Energy relative to the best compared isomer or geometry (same formula, charge and spin) (kJ/mol): 146.3

Positions of all 14 atoms, in Å:
C (-0.69468, -0.09421, 0.08845)
N (-0.12361, -0.44748, 1.25074)
C (0.79816, -1.59371, 1.50927)
C (0.65758, -2.79412, 0.64926)
O (-0.35441, -3.58472, 0.71082)
O (-0.31921, -0.38821, -1.02147)
H (-1.64248, 0.46866, 0.19950)
H (-0.39275, 0.07387, 2.08489)
H (0.61392, -1.89858, 2.53194)
H (1.84596, -1.24394, 1.46144)
H (1.40558, -2.89458, -0.14739)
H (-0.57498, 6.05619, -3.00466)
H (0.50339, 7.19038, -2.79649)
O (-0.08313, 6.56572, -2.35635)

Forces on atoms 1 to 6 (eV/Å):
C -0.285 -0.124 0.147
N -0.120 0.439 0.981
C 0.991 -0.351 -0.716
C 0.025 -0.234 -0.104
O -0.009 0.227 0.151
O 0.270 -0.176 -0.735

---

Molecular formula: C24H23Br2ClFNaO10P3
Method: DFT, ωB97M-V/def2-TZVPD

Summary:
E_HOMO (eV): -10.34
Strongest force on any atom (eV Å⁻¹): 2.09
2S+1: 1
Total charge: +1
Energy relative to the best compared isomer or geometry (same formula, charge and spin) (kJ/mol): 88.9

Positions of all 65 atoms, in Å:
C (-3.77687, -1.03440, -4.25374)
C (-3.50191, 0.25257, -3.44309)
O (-4.68693, 0.54026, -2.66724)
C (-4.48350, 1.77643, -2.05134)
O (-5.09356, 2.72938, -2.44805)
C (-3.45137, 1.85470, -0.91939)
C (-4.10899, 2.50598, 0.32979)
C (-4.03959, 1.65041, 1.62420)
C (-2.74422, 0.90925, 1.95148)
C (-1.46357, 1.40394, 1.71838)
Br (-1.17853, 3.18642, 1.02466)
C (-0.29636, 0.69489, 1.98047)
C (-0.36105, -0.58182, 2.50620)
C (-1.65262, -1.08680, 2.79199)
Cl (-1.77101, -2.74313, 3.45123)
C (-2.81774, -0.37486, 2.55241)
P (-4.37704, -1.27251, 3.07607)
O (-5.66704, -0.24655, 3.11390)
Br (-4.19118, -1.68614, 5.29083)
C (0.98739, -1.30711, 2.72346)
O (1.24897, -1.93578, 3.71560)
C (2.02166, -1.10762, 1.56800)
C (2.04979, 0.16810, 1.04334)
C (2.91331, 0.50361, -0.05041)
P (2.80751, 2.22939, -0.68601)
C (1.24575, 2.33396, -1.66915)
C (4.27673, 2.79193, -1.64696)
C (3.71224, -0.51876, -0.53045)
C (4.62572, -0.29167, -1.72103)
C (5.97684, 0.21157, -1.23053)
O (6.27586, 0.29860, -0.07271)
F (6.88891, 0.56801, -2.16153)
C (3.71670, -1.80668, 0.01794)
O (4.54811, -2.73563, -0.53839)
C (2.89523, -2.15981, 1.06991)
P (2.93769, -3.87848, 1.73021)
O (3.34431, -3.89838, 3.14921)
O (1.44903, -4.58484, 1.47332)
O (3.99219, -4.80811, 0.96050)
C (1.11546, 1.21471, 1.69631)
O (1.49934, 2.31153, 1.99101)
H (-3.02541, -1.80196, -4.03716)
H (-4.75529, -1.42884, -3.96047)
H (-3.78904, -0.79147, -5.32031)
H (-2.61237, 0.10458, -2.80879)
H (-3.29719, 1.11513, -4.09621)
H (-2.69443, 2.56333, -1.28358)
H (-2.96035, 0.89364, -0.73145)
H (-5.17999, 2.61439, 0.10296)
H (-3.76930, 3.52581, 0.52089)
H (-4.76883, 0.86140, 1.40731)
H (-4.43460, 2.16636, 2.50855)
H (-6.07436, -0.32776, 2.23864)
H (1.16061, 3.26856, -2.23082)
H (1.07622, 1.44164, -2.29131)
H (0.42882, 2.33213, -0.93450)
H (5.23456, 2.64482, -1.13934)
H (4.15465, 3.87437, -1.79488)
H (4.35627, 2.37311, -2.66352)
H (4.82476, -1.23526, -2.25044)
H (4.14911, 0.37031, -2.44705)
H (5.46404, -2.52837, -0.30326)
H (1.27588, -4.58672, 0.51846)
H (3.56692, -5.57206, 0.54679)
Na (0.80367, -3.95370, 3.98911)

Forces on atoms 1 to 6 (eV/Å):
C 0.078 0.491 0.245
C -0.016 -0.770 -0.461
O 1.034 0.795 0.536
C -0.403 -0.035 -0.589
O 0.261 -0.395 0.609
C -0.343 0.683 -0.269

---

Molecular formula: C4H6S
Method: DFT, ωB97M-V/def2-TZVPD

Summary:
E_HOMO (eV): -8.68
SMILES: CC#CCS
Strongest force on any atom (eV Å⁻¹): 5.76
2S+1: 1
Energy relative to the best compared isomer or geometry (same formula, charge and spin) (kJ/mol): 289.9

Positions of all 11 atoms, in Å:
C (2.27934, -0.48760, -0.07400)
C (0.84404, 0.01465, -0.21224)
C (-0.25178, 0.54594, -0.13606)
C (-1.62897, 0.80960, -0.08817)
H (2.47929, -1.27100, -1.08203)
H (2.88427, 0.36910, -0.08509)
H (2.28674, -1.19399, 0.75691)
H (-2.00424, 1.57367, -0.92801)
H (-2.20122, 1.28454, 0.78780)
H (-2.27362, -0.91043, 1.29303)
S (-2.41384, -0.73448, -0.23214)

Forces on atoms 1 to 6 (eV/Å):
C -3.107 -3.219 -3.632
C 0.073 0.660 0.657
C 3.609 -0.639 0.313
C -3.192 4.017 -0.984
H -0.282 2.594 2.807
H 1.364 0.610 0.246

---

Molecular formula: C3H3NO2
Method: DFT, ωB97M-V/def2-TZVPD

Summary:
E_HOMO (eV): -9.30
SMILES: C=C=C(O)N=O
Strongest force on any atom (eV Å⁻¹): 0.77
2S+1: 1
Energy relative to the best compared isomer or geometry (same formula, charge and spin) (kJ/mol): 503.6

Positions of all 9 atoms, in Å:
O (-2.08923, 0.19617, -0.32030)
C (-0.79851, 0.22002, 0.07645)
N (-0.55881, 0.88243, 1.34077)
O (0.59640, 0.97256, 1.67692)
C (1.42574, -0.73870, -0.77417)
C (0.24611, -0.23326, -0.57061)
H (-2.60371, 0.69718, 0.32928)
H (2.31249, -0.17635, -1.05468)
H (1.46952, -1.82005, -0.70365)

Forces on atoms 1 to 6 (eV/Å):
O -0.066 0.295 0.059
C 0.297 0.032 -0.166
N 0.420 -0.171 0.248
O -0.759 0.021 0.125
C -0.338 -0.021 -0.246
C 0.213 -0.069 0.040

---

Molecular formula: C18H18N2O2S2
Method: DFT, ωB97M-V/def2-TZVPD

Summary:
E_HOMO (eV): -8.33
SMILES: COCCNC(=O)c1ccc(CSc2nc3ccccc3s2)cc1
Strongest force on any atom (eV Å⁻¹): 1.08
2S+1: 1
Energy relative to the best compared isomer or geometry (same formula, charge and spin) (kJ/mol): 38.5

Positions of all 42 atoms, in Å:
C (-6.54538, -2.93259, -0.09228)
H (-6.08123, -3.88648, 0.15104)
O (-5.99994, -1.99064, 0.79971)
C (-6.57785, -0.70568, 0.72746)
C (-6.07286, 0.10625, -0.47327)
N (-4.63554, 0.20916, -0.42730)
C (-3.98761, 1.39400, -0.34352)
O (-4.55305, 2.46435, -0.45803)
C (-2.51046, 1.28210, -0.14956)
C (-1.69559, 2.23700, -0.74887)
C (-0.32416, 2.18477, -0.59521)
C (0.25735, 1.19029, 0.18225)
C (-0.55925, 0.24901, 0.79916)
C (-1.93063, 0.29053, 0.63600)
H (-2.54497, -0.43640, 1.14803)
H (-0.11415, -0.52152, 1.41162)
C (1.73959, 1.11482, 0.34028)
H (2.21801, 2.07172, 0.13340)
H (2.02061, 0.76032, 1.33213)
S (2.40951, -0.10639, -0.87512)
C (4.08555, -0.08946, -0.46255)
N (4.94243, -0.82129, -1.06433)
C (6.20356, -0.65017, -0.57804)
C (7.34639, -1.30557, -1.02539)
C (8.55480, -1.02119, -0.42469)
C (8.64465, -0.09641, 0.61255)
C (7.52341, 0.56725, 1.07404)
C (6.30947, 0.28604, 0.47538)
S (4.74293, 0.95124, 0.83410)
H (7.58777, 1.28449, 1.87750)
H (9.60322, 0.10711, 1.06508)
H (9.44845, -1.52353, -0.76317)
H (7.26266, -2.01900, -1.82894)
H (0.30098, 2.92282, -1.07577)
H (-2.15832, 3.01484, -1.33686)
H (-4.13793, -0.65368, -0.27093)
H (-6.38206, -0.36787, -1.41149)
H (-6.47564, 1.12046, -0.43957)
H (-6.27953, -0.20555, 1.65266)
H (-7.67376, -0.77491, 0.69424)
H (-7.63107, -3.01385, 0.03605)
H (-6.33040, -2.68633, -1.13778)

Forces on atoms 1 to 6 (eV/Å):
C -0.024 -0.053 -0.053
H -0.060 -0.023 -0.084
O 0.201 0.021 0.105
C -0.020 0.330 -0.170
C -0.227 -0.193 0.262
N -0.061 -0.409 0.109